# 1
ORCA calculation (the ωB97M-V functional and the def2-TZVPD basis) on C46H44CeN3O8P5S as an isolated structure at a distorted geometry.

Structure (XYZ):
```
108
Properties=species:S:1:pos:R:3:forces:R:3:mulliken_spin:R:1
Ce -0.232 2.054 0.234 0.33 -0.34 0.44 1.00
N 3.895 -1.211 -0.584 -0.77 1.32 0.05 0.00
C 3.181 -0.047 -0.372 0.20 0.52 -0.47 0.00
S 0.892 0.342 -1.906 -0.14 0.34 -0.09 0.00
N 2.775 0.019 0.853 -0.10 0.48 0.86 0.00
N 2.049 1.155 1.361 -0.16 -0.75 -0.59 0.00
C 2.438 1.448 2.544 -0.37 -0.53 0.66 0.00
C 1.770 2.283 3.573 -0.68 0.42 -1.15 0.00
C 2.535 2.593 4.691 1.96 -2.13 -0.83 0.00
C 2.088 3.328 5.717 -0.74 0.83 0.30 0.00
C 0.804 3.823 5.659 -0.70 0.28 -0.60 0.00
C -0.052 3.567 4.581 0.50 0.24 0.72 0.00
C 0.412 2.798 3.469 0.37 -0.31 0.39 0.00
O -0.346 2.520 2.423 0.52 0.36 0.34 -0.01
H 4.352 -1.451 -1.438 -0.02 -0.07 0.03 0.00
H 3.856 -1.779 0.231 0.38 -0.99 0.28 0.00
H 3.321 0.880 2.891 -0.28 0.36 0.02 0.00
H 3.558 2.126 4.830 -1.15 0.61 -0.64 0.00
H 2.781 3.561 6.469 0.50 0.35 1.29 0.00
H 0.438 4.489 6.426 -0.07 -0.04 0.25 0.00
H -1.029 4.056 4.742 0.32 -0.71 -1.08 0.00
O -1.937 3.916 -3.242 0.94 -0.58 0.64 0.00
P -1.720 4.622 -1.746 0.44 2.65 -3.24 0.00
O -1.576 6.092 -1.967 -0.52 -1.69 0.35 0.00
O -0.590 3.993 -0.967 0.11 -0.97 0.40 0.00
O -3.129 4.180 -1.208 -0.75 -0.56 2.17 0.00
P -3.600 2.966 -0.224 -1.91 -0.89 -1.88 0.00
O -5.007 2.638 -1.122 2.50 -0.73 -0.12 0.00
O -4.127 3.300 1.082 0.30 0.64 1.24 0.00
O -2.522 1.846 -0.300 -0.86 0.99 -0.43 0.00
H -1.982 2.933 -3.235 0.17 0.99 0.24 0.00
H -4.695 2.430 -2.031 -0.56 0.21 0.61 0.00
C 2.164 2.471 -3.392 -1.60 0.86 -0.26 0.00
P 2.684 1.400 -1.942 0.24 -0.68 0.78 0.00
C 4.154 0.813 -2.856 -0.89 -0.09 0.69 0.00
C 4.129 -0.454 -3.449 -0.66 0.78 0.43 0.00
C 5.280 -0.866 -4.091 0.51 -1.40 -0.71 0.00
C 6.456 -0.108 -4.129 0.20 1.31 1.53 0.00
C 6.455 1.136 -3.447 -2.16 -1.46 0.16 0.00
C 5.278 1.609 -2.831 1.02 0.37 -0.91 0.00
C 3.224 2.675 -0.673 -0.71 -0.52 -1.55 0.00
C 4.367 2.473 0.079 0.83 0.51 0.12 0.00
C 4.802 3.516 0.914 0.59 -2.02 -1.14 0.00
C 3.955 4.572 1.144 -0.42 0.35 0.87 0.00
C 2.780 4.749 0.475 -0.80 -1.41 -1.48 0.00
C 2.470 3.819 -0.552 0.38 0.88 1.26 0.01
H 2.918 3.074 -3.879 0.65 0.02 0.07 0.00
H 1.310 3.177 -3.243 0.52 -0.49 0.44 0.00
H 1.729 1.794 -4.146 0.48 -0.05 0.26 0.00
H 3.170 -1.020 -3.288 1.27 0.20 -0.64 0.00
H 5.317 -1.881 -4.514 -0.09 0.47 0.03 0.00
H 7.428 -0.484 -4.471 -0.70 -0.07 -0.18 0.00
H 7.294 1.681 -3.160 1.78 0.75 -0.43 0.00
H 5.293 2.632 -2.388 -0.13 -1.11 -0.21 0.00
H 4.893 1.509 -0.029 -0.01 0.79 0.16 0.00
H 5.817 3.433 1.307 -0.52 0.14 0.48 0.00
H 4.085 5.160 2.011 0.71 1.00 0.65 0.00
H 2.046 5.500 0.715 0.13 0.34 0.09 0.00
H 1.598 3.987 -1.140 -0.46 0.12 -0.54 0.00
C -2.072 -1.391 -0.445 2.93 -1.06 0.42 0.00
P -0.999 -0.879 1.060 -0.90 -0.58 0.66 0.01
C 0.292 -2.190 1.243 -1.63 -0.37 -3.14 0.00
C 0.877 -2.547 2.406 0.57 -0.04 3.21 0.00
C 1.818 -3.562 2.523 -0.04 -0.11 -3.28 0.00
C 2.244 -4.225 1.324 -0.29 0.90 1.03 0.00
C 1.677 -3.854 0.097 -0.80 -0.41 0.65 0.00
C 0.606 -2.918 0.074 2.43 -0.37 0.95 0.00
C -2.120 -1.245 2.548 -0.39 0.30 -1.05 -0.01
C -2.958 -0.182 2.979 0.38 -1.71 0.77 0.00
C -3.790 -0.480 4.095 2.04 -0.95 -2.45 0.00
C -3.818 -1.741 4.662 -0.16 0.06 1.00 0.00
C -3.071 -2.804 4.188 1.07 -0.76 -1.31 0.00
C -2.252 -2.555 3.079 0.12 1.02 0.04 0.00
P -3.013 -2.970 -0.239 0.00 -0.05 0.25 0.00
C -4.730 -2.383 -0.519 -0.28 0.10 -0.37 0.00
C -5.670 -3.318 -0.935 -1.33 -0.69 -0.12 0.00
C -7.008 -2.942 -1.195 1.00 0.65 -0.40 0.00
C -7.302 -1.591 -1.211 -0.47 1.48 0.24 0.00
C -6.392 -0.618 -0.807 1.43 -2.13 0.72 0.00
C -5.128 -1.050 -0.370 -0.46 -0.42 -0.52 0.00
C -2.658 -3.811 -1.822 0.06 -0.32 -0.97 0.00
C -2.892 -3.233 -3.077 2.54 -2.43 -0.41 0.00
C -2.258 -3.810 -4.212 -0.10 -1.08 2.97 0.00
C -1.468 -4.949 -4.063 -0.84 -0.25 -0.17 0.00
C -1.347 -5.592 -2.831 0.53 -0.70 -0.46 0.00
C -1.960 -5.048 -1.752 -0.88 1.94 1.95 0.00
H -1.328 -1.303 -1.296 -0.86 -0.67 0.70 0.00
H -2.677 -0.567 -0.614 -1.32 1.61 -0.13 0.00
H 0.594 -2.062 3.369 0.13 -0.12 -0.94 0.00
H 2.254 -3.753 3.455 0.53 -0.45 1.13 0.00
H 3.041 -4.973 1.372 -0.32 0.21 -0.05 0.00
H 2.002 -4.404 -0.805 -0.34 0.60 0.42 0.00
H 0.257 -2.665 -0.893 -0.70 0.29 -0.62 0.00
H -2.929 0.796 2.476 -0.07 -0.38 0.47 0.00
H -4.381 0.286 4.425 -1.56 1.70 1.15 0.00
H -4.387 -1.851 5.573 -0.30 -0.17 0.02 0.00
H -3.031 -3.863 4.555 -0.53 1.33 0.08 0.00
H -1.675 -3.346 2.611 -0.06 0.03 0.24 0.00
H -5.407 -4.375 -1.059 0.05 0.41 0.12 0.00
H -7.801 -3.596 -1.517 0.20 -0.59 0.07 0.00
H -8.260 -1.140 -1.484 -0.06 -0.85 -0.09 0.00
H -6.655 0.396 -0.774 -0.25 1.25 0.05 0.00
H -4.398 -0.404 0.057 0.07 0.92 0.11 0.00
H -3.354 -2.323 -3.193 -1.34 1.93 -0.05 0.00
H -2.388 -3.456 -5.171 -0.35 1.07 -1.83 0.00
H -1.122 -5.421 -4.967 0.51 -0.03 -0.08 0.00
H -0.775 -6.513 -2.662 -0.17 0.35 -0.51 0.00
H -1.882 -5.414 -0.719 0.26 -0.34 -0.61 0.00
```
Forces are in eV/Å.

Values from the calculation:
Energy above the lowest of the compared OMol25 structures with the same formula, charge and spin ... 259.8 kJ/mol
Multiplicity ... 2
Gap between HOMO and LUMO ... 7.268 eV
Total charge ... -1
M ... 1093.92 g mol⁻¹
HOMO level ... -5.1 eV
Electronic energy ... -139485.1656 eV



# 2
ORCA calculation (the ωB97M-V functional and the def2-TZVPD basis) on C46H45AsBBrN7O4PtS as an isolated structure.

Structure (XYZ):
```
107
Properties=species:S:1:pos:R:3:forces:R:3:lowdin_charge:R:1
Pt -1.103 0.647 0.143 0.04 0.35 -0.13 1.18
C -1.918 1.375 -3.110 0.02 -0.04 0.00 -0.01
C -0.945 2.256 -2.407 -0.11 0.05 0.03 -0.31
C -0.260 3.381 -2.861 -0.02 0.05 0.01 0.03
C 0.349 3.934 -1.742 -0.04 0.04 0.00 -0.25
C 1.179 5.168 -1.656 0.02 0.00 0.00 0.00
N 0.053 3.164 -0.683 -0.04 -0.08 0.01 0.07
N -0.720 2.138 -1.102 0.20 -0.11 -0.02 -0.10
B 0.232 3.421 0.854 0.04 -0.03 -0.03 -0.49
N -1.153 3.112 1.529 -0.02 0.04 0.00 0.06
N -2.005 2.103 1.166 0.25 -0.10 0.33 -0.09
C -3.173 2.300 1.769 -0.10 0.05 -0.16 -0.34
C -4.342 1.410 1.545 0.01 -0.03 0.03 -0.02
C -3.090 3.451 2.546 0.01 0.01 -0.01 0.03
C -1.806 3.932 2.372 -0.01 0.02 0.00 -0.25
C -1.181 5.142 2.977 0.01 -0.01 0.00 -0.01
N 1.413 2.667 1.455 -0.06 0.02 0.12 0.01
N 1.379 1.337 1.750 0.03 -0.01 -0.09 0.11
C 2.559 1.050 2.279 0.03 0.00 0.02 -0.34
C 2.928 -0.314 2.764 -0.01 -0.02 0.01 -0.02
C 3.374 2.195 2.332 0.01 0.01 -0.01 0.00
C 2.608 3.207 1.808 -0.01 0.00 -0.04 -0.28
C 2.965 4.649 1.651 -0.01 0.00 0.02 -0.02
H -2.143 1.768 -4.099 0.02 -0.01 -0.01 0.09
H -2.845 1.325 -2.535 -0.01 0.03 -0.03 0.08
H -1.557 0.354 -3.208 0.00 0.03 0.04 0.04
H -0.258 3.781 -3.860 0.01 -0.01 0.00 0.12
H 1.069 5.747 -2.571 0.00 0.00 0.00 0.09
H 2.235 4.921 -1.538 0.00 0.00 0.01 0.08
H 0.884 5.789 -0.811 0.00 0.00 0.00 0.08
H 0.428 4.590 0.991 0.00 0.00 -0.05 0.11
H -4.025 0.512 1.021 0.01 0.05 0.04 0.02
H -5.092 1.915 0.935 -0.01 0.00 0.00 0.09
H -4.802 1.130 2.492 0.01 -0.01 0.00 0.09
H -3.864 3.877 3.160 0.00 0.00 0.00 0.12
H -1.854 5.562 3.721 0.00 0.00 0.00 0.09
H -0.979 5.903 2.223 0.00 0.01 0.00 0.09
H -0.237 4.893 3.463 0.00 0.00 0.00 0.09
H 2.056 -0.851 3.124 0.00 0.02 0.02 0.04
H 3.646 -0.236 3.581 0.00 0.00 0.00 0.09
H 3.397 -0.907 1.975 -0.04 0.02 0.05 0.05
H 4.376 2.274 2.722 0.00 0.00 0.01 0.11
H 3.965 4.814 2.049 0.00 -0.01 0.00 0.08
H 2.274 5.299 2.188 0.00 0.00 0.00 0.08
H 2.964 4.961 0.606 0.00 0.01 0.00 0.06
O -2.135 -2.626 -0.053 -0.12 -0.07 0.02 0.08
C -2.119 -2.086 1.155 0.07 -0.02 -0.01 -0.36
N -1.701 -0.902 1.445 0.00 0.10 -0.13 -0.11
S -1.605 -0.747 3.181 0.04 -0.04 -0.01 0.71
O -0.228 -0.837 3.529 -0.01 0.06 0.03 -0.24
O -2.409 0.339 3.617 -0.05 -0.02 -0.01 -0.22
C -2.375 -2.302 3.478 0.03 -0.02 -0.02 -0.21
C -2.730 -2.875 4.677 0.00 -0.01 0.01 0.00
C -3.265 -4.160 4.621 0.00 0.01 0.00 -0.03
C -3.426 -4.825 3.409 0.00 0.00 -0.01 -0.03
C -3.064 -4.225 2.208 0.00 0.00 0.01 0.03
C -2.532 -2.949 2.269 0.02 0.00 0.00 -0.13
H -2.605 -2.356 5.617 0.01 0.00 0.00 0.13
H -3.562 -4.650 5.538 0.00 0.00 0.00 0.12
H -3.846 -5.822 3.402 0.00 0.00 0.00 0.12
H -3.189 -4.731 1.261 0.00 0.00 0.00 0.13
O 0.229 -0.345 -1.127 -0.66 -0.73 -0.14 -0.58
As 1.496 -1.413 -1.323 0.41 0.37 0.09 1.27
C 1.589 -2.838 -0.050 0.00 -0.07 -0.04 -0.29
C 2.260 -4.032 -0.305 -0.15 -0.04 -0.06 -0.08
C 2.326 -5.000 0.685 -0.01 -0.01 0.03 -0.06
C 1.738 -4.774 1.924 0.02 -0.01 -0.02 -0.05
C 1.100 -3.571 2.184 -0.01 0.01 0.00 -0.05
C 1.029 -2.600 1.196 0.14 0.11 0.05 -0.12
C 3.089 -0.369 -1.175 -0.04 0.05 0.10 -0.29
C 3.065 0.891 -1.769 -0.03 0.04 0.06 -0.08
C 4.168 1.719 -1.645 0.01 0.00 0.00 -0.06
C 5.283 1.290 -0.935 -0.01 -0.01 0.00 -0.06
C 5.301 0.035 -0.346 0.00 0.00 -0.01 -0.07
C 4.197 -0.800 -0.461 0.04 -0.04 -0.10 -0.11
C 1.448 -2.054 -3.131 0.05 -0.02 0.01 -0.28
C 2.464 -2.867 -3.629 0.02 0.04 0.00 -0.09
C 2.440 -3.259 -4.958 -0.01 -0.01 -0.01 -0.06
C 1.421 -2.823 -5.795 0.00 0.00 0.00 -0.06
C 0.433 -1.980 -5.308 -0.01 0.00 0.01 -0.06
C 0.448 -1.595 -3.975 -0.01 -0.02 0.03 -0.10
H 2.719 -4.228 -1.263 -0.03 0.00 -0.04 0.09
H 2.840 -5.931 0.490 0.00 0.00 0.00 0.11
H 1.798 -5.533 2.693 0.00 0.00 0.00 0.11
H 0.684 -3.368 3.163 -0.01 0.00 0.00 0.11
H 0.602 -1.631 1.411 0.00 0.00 0.01 0.06
H 2.182 1.231 -2.300 -0.01 0.00 0.01 0.10
H 4.157 2.701 -2.099 0.00 0.00 0.00 0.11
H 6.141 1.942 -0.836 0.00 0.00 0.00 0.11
H 6.168 -0.292 0.212 0.00 0.00 0.00 0.11
H 4.205 -1.775 0.013 0.00 -0.01 -0.02 0.10
H 3.295 -3.172 -3.007 0.01 0.00 0.03 0.10
H 3.227 -3.892 -5.345 0.00 0.00 0.00 0.11
H 1.411 -3.125 -6.834 0.00 0.00 0.00 0.11
H -0.343 -1.613 -5.967 0.00 0.00 0.00 0.11
H -0.302 -0.926 -3.581 -0.02 -0.01 -0.02 0.06
Br -5.157 -0.628 -4.862 0.01 0.01 0.00 0.78
C -4.221 -1.237 -3.339 0.00 -0.01 0.00 -0.70
C -4.676 -0.899 -2.075 0.00 -0.01 0.00 -0.11
C -3.979 -1.336 -0.958 0.00 0.00 -0.01 -0.01
C -2.829 -2.079 -1.138 0.02 0.05 -0.01 -0.23
C -2.379 -2.441 -2.390 0.00 0.01 0.00 0.00
C -3.087 -2.017 -3.502 0.02 0.01 -0.01 -0.12
H -5.573 -0.308 -1.959 0.00 0.00 0.00 0.11
H -4.346 -1.111 0.034 0.00 -0.04 -0.04 0.11
H -1.493 -3.052 -2.488 0.01 -0.01 -0.01 0.13
H -2.752 -2.290 -4.494 0.00 0.00 0.00 0.11
```
Forces are in eV/Å.

Values from the calculation:
Energy above the lowest of the compared OMol25 structures with the same formula, charge and spin ... 98.7 kJ/mol
Gap between HOMO and LUMO ... 6.919 eV
Total charge ... +1
M ... 1152.69 g mol⁻¹
HOMO level ... -10.2 eV
Electronic energy ... -212689.9329 eV